Formula: C3H9N3O
Source: the OMol25 dataset
Level of theory: ωB97M-V/def2-TZVPD

Positions of all 16 atoms, in Å:
C: -1.72 0.14 -0.76
C: 1.52 -0.95 -0.13
N: 0.77 1.28 0.41
N: -0.52 0.80 0.58
C: 1.85 0.47 0.24
N: -2.09 -0.95 -0.01
O: 2.99 0.92 0.30
H: 0.98 2.26 0.58
H: -1.02 1.49 1.14
H: -1.90 -0.69 0.99
H: -1.55 -1.78 -0.21
H: -1.23 -0.08 -1.70
H: -2.42 0.97 -0.73
H: 0.99 -0.97 -1.08
H: 2.45 -1.51 -0.25
H: 0.89 -1.40 0.63

Properties
**Molar mass**: 103.12 g mol⁻¹
**Maximum force**: 3.3 eV/Å
**Net charge**: 0
**Frontier orbital gap**: 8.900 eV

Here are the natural (NBO) charges for atoms 1 to 2, given in e: C -0.001; C -0.716